A) Molecular formula: C3H2ClIO
Method: DFT, the ωB97M-V functional and the def2-TZVPD basis

Each line ends with the Mulliken charge.
Atoms and positions in Å:
C 0.4702 -0.4783 0.1748  -0.31
C 1.4145 0.3862 0.3245  -0.38
C -2.1408 0.1449 -0.2101  0.39
O -2.2434 1.2896 -0.5424  -0.32
Cl -3.2334 -1.0336 0.0162  -0.05
I 3.6212 -0.2784 0.0006  -0.05
H 0.4796 -1.4504 -0.2937  0.32
H 1.6320 1.4202 0.5300  0.39

Summary:
Spin multiplicity: 1
HOMO-LUMO gap (spin up / spin down): 7.3 / 7.9 eV
Lowest unoccupied orbital energy (spin up / spin down): -1.79 / -1.17 eV

B) Molecular formula: C3H2ClIO
Method: DFT, the ωB97M-V functional and the def2-TZVPD basis

Each line ends with the Mulliken charge.
Atoms and positions in Å:
C -1.3155 -0.0142 -0.2176  -0.66
C -0.0497 -0.3585 -0.1096  0.37
Cl 0.3366 -2.0432 -0.4915  -0.18
C 0.9628 0.4791 0.4689  0.26
O 0.6942 1.3506 1.2704  -0.46
I 2.8633 0.1759 -0.3500  0.10
H -2.0570 -0.6812 -0.4564  0.36
H -1.4346 1.0915 -0.1142  0.21

Summary:
SMILES string: C=C(Cl)C(=O)I
Spin multiplicity: 1
HOMO-LUMO gap: 9.2 eV
Lowest unoccupied orbital energy: -0.70 eV

Stability check: which of them is most stable? B).

A) Molecular formula: C2H13O4S
Method: DFT, the ωB97M-V functional and the def2-TZVPD basis

Each line ends with the Mulliken charge.
Atoms and positions in Å:
C 1.2821 -0.1530 1.6384  -0.56
C 0.4195 -1.4846 1.2808  -0.80
S -0.5662 -1.3525 -0.2566  -0.58
H 0.6380 0.5255 2.1726  0.07
H 1.4910 0.2551 0.6535  0.22
H 2.0862 -0.5873 2.2863  0.33
H -0.2490 -1.6319 2.1309  0.33
H 1.0798 -2.4515 1.1880  0.27
H 1.4161 -0.9700 -1.5812  0.18
H 1.4621 -1.6097 -2.9652  0.33
O 1.8033 -0.7790 -2.4727  -0.67
H 0.3047 2.8123 1.6216  0.35
H -0.0889 3.3669 2.9184  0.31
O 0.7149 3.1229 2.4950  -0.67
H -1.4925 0.8558 0.1784  0.29
H -1.5458 0.6007 1.5357  0.33
O -2.0432 1.2691 0.9904  -0.70
H -1.1018 -0.7383 -3.3285  0.28
H -0.3442 0.4252 -2.7280  0.33
O -1.0756 0.2137 -3.1992  -0.62

Summary:
Total charge: -1
Spin multiplicity: 1
HOMO-LUMO gap: 7.2 eV
Lowest unoccupied orbital energy: 3.61 eV

B) Molecular formula: C2H13O4S
Method: DFT, the ωB97M-V functional and the def2-TZVPD basis

Each line ends with the Mulliken charge.
Atoms and positions in Å:
C 2.0410 -1.3143 1.9492  -1.03
C 0.7331 -0.6902 1.7238  -0.34
S -0.3846 -1.6072 0.4666  -0.69
H 1.8675 -2.1557 2.6113  0.25
H 2.4643 -1.5938 0.8941  0.21
H 2.8708 -0.7638 2.4534  0.34
H 0.1965 -0.3426 2.6709  0.32
H 0.8230 0.2965 1.2546  0.22
H -1.0982 -0.8794 -1.6863  0.26
H -2.2050 0.0536 -2.4963  0.33
O -1.1573 -0.2498 -2.4595  -0.72
H 1.5856 0.4607 -1.5184  0.31
H 1.5513 1.9295 -1.9497  0.36
O 2.1388 1.2016 -1.7563  -0.66
H -2.5227 0.5113 2.1259  0.28
H -1.4819 0.1360 1.0129  0.22
O -2.0324 0.9854 1.4357  -0.66
H -0.7282 2.5020 -0.3516  0.34
H -0.6830 1.6111 -1.6156  0.34
O -0.5905 2.5600 -1.3336  -0.68

Summary:
Total charge: -1
Spin multiplicity: 1
HOMO-LUMO gap: 7.3 eV
Lowest unoccupied orbital energy: 3.55 eV

Stability check: which of them is most stable? B).

A) Molecular formula: C3H7P
Method: DFT, the ωB97M-V functional and the def2-TZVPD basis

Each line ends with the Mulliken charge.
Atoms and positions in Å:
C 0.6369 0.8008 -0.3925  0.12
C -0.8852 -0.2553 1.6797  -0.85
C 0.3629 -0.2742 -1.3350  -0.59
P 1.3629 1.7454 0.6848  -0.26
H -0.7358 -0.9694 2.4478  0.28
H -1.3563 0.6936 2.0743  0.31
H -1.0582 -0.6148 0.7554  0.25
H 1.2772 -0.9680 -1.3582  0.21
H 0.3567 0.1268 -2.3138  0.30
H -0.5975 -0.9886 -1.1428  0.22
H 2.1540 2.7477 -0.3122  0.02

Summary:
Spin multiplicity: 1
HOMO-LUMO gap (spin up / spin down): 8.5 / 7.9 eV
Lowest unoccupied orbital energy (spin up / spin down): -0.03 / 0.17 eV

B) Molecular formula: C3H7P
Method: DFT, the ωB97M-V functional and the def2-TZVPD basis

Each line ends with the Mulliken charge.
Atoms and positions in Å:
C 0.0739 1.4328 -0.1636  -0.69
P 0.1224 -0.1711 -1.1081  0.03
C -1.5023 0.0001 -0.2957  -0.65
C 1.1263 -1.1878 0.0916  -0.97
H -0.3047 2.3489 -0.4857  0.37
H 0.4109 1.5064 0.8862  0.30
H -1.6601 -0.4059 0.6957  0.31
H -2.3263 0.5004 -0.7636  0.34
H 0.5727 -1.5938 0.9182  0.32
H 1.7638 -0.4759 0.5678  0.29
H 1.7235 -1.9543 -0.3428  0.34

Summary:
SMILES string: C=P(=C)C
Spin multiplicity: 1
HOMO-LUMO gap: 9.0 eV
Lowest unoccupied orbital energy: 0.96 eV

Stability check: which of them is most stable? B).

A) Molecular formula: C2H7N4S
Method: DFT, the ωB97M-V functional and the def2-TZVPD basis

Each line ends with the Mulliken charge.
Atoms and positions in Å:
C -2.3831 0.6733 0.2054  -0.64
N -2.0071 -0.6071 -0.3443  -0.15
S -1.0800 -1.6674 0.3834  0.17
N 0.8679 -1.2602 -0.3470  -0.72
N 1.9774 -0.7519 0.0274  0.42
C 3.0670 -0.2737 -0.0223  0.33
N 4.2702 -0.0159 0.3371  -0.34
H -1.9775 0.7542 1.2112  0.28
H -1.9994 1.4853 -0.4128  0.28
H -3.4692 0.7536 0.2492  0.30
H -2.3653 -0.7918 -1.2761  0.28
H 0.9523 -1.9882 -1.0465  0.27
H 4.7481 0.8052 -0.0085  0.26
H 4.7797 -0.6388 0.9569  0.26

Summary:
Total charge: +1
SMILES string: CNSNN=C=[NH2+]
Spin multiplicity: 1
HOMO-LUMO gap: 9.4 eV
Lowest unoccupied orbital energy: -4.18 eV

B) Molecular formula: C2H7N4S
Method: DFT, the ωB97M-V functional and the def2-TZVPD basis

Each line ends with the Mulliken charge.
Atoms and positions in Å:
H -1.4137 2.1943 0.7454  0.29
N -0.3762 1.9927 0.7929  -0.48
C 0.1304 0.9501 0.3500  0.37
C 1.6000 0.8796 0.3806  -0.53
S 2.1397 -0.8160 0.3207  0.10
N 0.8298 -1.1623 -0.8071  -0.48
N -0.6662 -0.1065 -0.1623  0.15
N -1.6940 -0.6179 0.3158  -0.32
H 1.7846 1.4752 -0.4237  0.32
H 2.0279 1.4609 1.2239  0.41
H 0.9517 -2.1421 -1.0018  0.34
H 0.8801 -0.5844 -1.6706  0.34
H -2.4727 -0.8267 -0.1994  0.25
H -1.8077 -0.7979 1.3090  0.25

Summary:
Total charge: +1
SMILES string: [H]/N=C(/CSN)N=[NH2+]
Spin multiplicity: 1
HOMO-LUMO gap (spin up / spin down): 8.3 / 8.3 eV
Lowest unoccupied orbital energy (spin up / spin down): -5.06 / -5.06 eV

Stability check: which of them is most stable? A).

A) Molecular formula: C3H8S2
Method: DFT, the ωB97M-V functional and the def2-TZVPD basis

Each line ends with the Mulliken charge.
Atoms and positions in Å:
C -0.5487 -0.8327 0.8270  -1.03
C -1.4754 -1.0527 -0.3400  -0.27
S -0.6926 -0.1363 -1.6720  -0.19
S 1.5295 1.2977 1.3291  -0.12
C 1.5428 1.4074 -0.4080  -0.79
H -0.3411 0.2505 0.9548  0.08
H 0.3840 -1.3537 0.7085  0.40
H -0.9611 -1.1889 1.7648  0.39
H -2.4453 -0.6519 -0.0826  0.26
H -1.6838 -2.0734 -0.6513  0.34
H 1.6690 0.4298 -0.9110  0.26
H 0.6298 1.8772 -0.8000  0.32
H 2.3930 2.0272 -0.7191  0.37

Summary:
Spin multiplicity: 1
HOMO-LUMO gap: 4.4 eV
Lowest unoccupied orbital energy: -3.58 eV

B) Molecular formula: C3H8S2
Method: DFT, the ωB97M-V functional and the def2-TZVPD basis

Each line ends with the Mulliken charge.
Atoms and positions in Å:
C -0.5399 -1.3524 0.0039  -0.35
C -1.8753 -0.6172 -0.2338  -1.06
S 0.1086 -1.0299 1.6085  -0.12
S 0.4666 1.2927 -1.5041  -0.12
C 1.4708 1.4061 -0.0026  -0.73
H -2.5131 -1.0156 0.5525  0.38
H 0.2130 -1.0532 -0.7948  0.18
H -0.7488 -2.4140 -0.1892  0.32
H -2.2481 -0.6781 -1.2482  0.32
H -1.7170 0.4295 0.0211  0.33
H 0.8971 1.3049 0.9232  0.23
H 2.0732 0.4910 -0.1500  0.29
H 2.1870 2.2277 0.0225  0.34

Summary:
Spin multiplicity: 1
HOMO-LUMO gap: 4.8 eV
Lowest unoccupied orbital energy: -3.67 eV

Stability check: which of them is most stable? B).

A) Molecular formula: C5H10O3
Method: DFT, the ωB97M-V functional and the def2-TZVPD basis

Each line ends with the Mulliken charge.
Atoms and positions in Å:
C 2.5880 -0.8927 0.9558  -0.69
C 1.5800 -0.7325 0.1218  -0.12
C 0.4759 0.2604 0.4498  -0.59
C -0.8561 -0.6179 0.4506  -0.55
C -1.8926 0.4942 0.6456  0.52
O -1.6620 1.5415 0.0727  -0.54
O -2.9300 0.3206 1.4734  -0.49
H 2.6331 -0.5507 1.9264  0.33
H 3.5171 -1.4511 0.5644  0.20
H 1.5074 -0.9616 -1.1098  0.13
H 0.5457 0.9139 -0.4223  0.32
H 0.6054 0.7616 1.3433  0.47
H -0.9134 -1.1365 1.5110  0.24
H -1.0950 -1.2451 -0.3437  0.41
H -3.7173 0.8806 1.1743  0.38
O 0.1558 0.4900 -2.9383  -0.67
H -0.7201 0.5591 -2.3991  0.33
H 0.1779 1.3661 -3.4761  0.33

Summary:
SMILES string: C=CCCC(=O)O.O
Spin multiplicity: 1
HOMO-LUMO gap: 10.0 eV
Lowest unoccupied orbital energy: 0.49 eV

B) Molecular formula: C5H10O3
Method: DFT, the ωB97M-V functional and the def2-TZVPD basis

Each line ends with the Mulliken charge.
Atoms and positions in Å:
C -2.7406 -0.1847 0.4827  -0.75
C -1.9780 0.1513 -0.5420  0.01
O -0.6035 0.1898 -0.6528  -0.48
C 0.1594 -0.0916 0.4637  -0.13
C 1.4436 0.8666 0.3433  -0.82
O 1.1359 2.1709 0.0171  -0.55
C 0.7140 -1.4983 0.4986  -0.65
O 1.5836 -1.5441 -0.5885  -0.59
H -3.7097 0.2309 0.1808  0.23
H -2.5836 -0.6053 1.4551  0.33
H -2.5172 0.5173 -1.3635  0.35
H -0.4195 0.1493 1.2645  0.75
H 1.9990 0.8041 1.2294  0.45
H 2.0423 0.3152 -0.3713  0.43
H 0.3185 1.9915 -0.4749  0.36
H -0.0199 -2.2275 0.4102  0.38
H 1.2221 -1.6770 1.4612  0.35
H 1.1492 -1.4903 -1.4750  0.34

Summary:
SMILES string: C=COC(CO)CO
Spin multiplicity: 1
HOMO-LUMO gap: 10.1 eV
Lowest unoccupied orbital energy: 0.79 eV

Stability check: which of them is most stable? A).